ORCA calculation (wB97M-V/def2-TZVPD) on the molecule C3H6N4O at a distorted geometry.

## Properties
strongest force on any atom: 3.108 eV/A
relative energy (zero: lowest compared OMol25 entry of this formula, charge and spin): 2.157 eV
calculated total energy: -412.1297 Ha
highest occupied orbital energy: -8.68 eV
gap between HOMO and LUMO: 0.345 Ha

Geometry as ORCA input:
```
! wB97M-V def2-TZVPD RIJCOSX def2/J DEFGRID3
* xyz 0 1
C 0.928 0.009 -1.619
C -0.497 -1.283 -0.559
C -0.747 0.228 1.453
N 0.270 -1.062 -1.829
N -1.282 -2.241 -0.387
N -0.074 -0.287 0.300
N 1.727 0.658 -2.492
O 0.773 0.609 -0.399
H -0.095 0.966 1.918
H -1.712 0.697 1.223
H -0.907 -0.600 2.145
H -1.732 -2.255 0.522
H 2.000 0.138 -3.308
H 2.378 1.314 -2.096
*
```

Formally, the Mulliken partial charges of the atoms, in units of the elementary charge, are as follows: 0.537 0.514 -0.869 -0.583 -0.674 0.153 -0.407 -0.352 0.308 0.298 0.335 0.232 0.265 0.242

=====

ORCA calculation (wB97M-V/def2-TZVPD) on a structure of composition C31H46ClN4O9P2STi at a distorted geometry.

## Properties
strongest force on any atom: 2.805 eV/A
relative energy (zero: lowest compared OMol25 entry of this formula, charge and spin): 0.753 eV
calculated total energy: -4495.9587 Ha
highest occupied orbital energy (spin up / spin down): -2.20 / -4.32 eV
<S²>: 2.079
gap between HOMO and LUMO (spin up / spin down): 0.169 / 0.247 Ha

Geometry as ORCA input:
```
! wB97M-V def2-TZVPD RIJCOSX def2/J DEFGRID3
* xyz -1 3
Ti 1.514 0.259 0.350
N 5.594 1.826 1.876
C 4.340 1.333 1.531
S 3.956 1.243 -0.142
N 3.573 0.969 2.493
N 2.348 0.392 2.203
C 1.690 0.246 3.358
C 0.499 -0.452 3.636
C 0.032 -0.493 4.974
C -1.080 -1.215 5.340
C -1.777 -1.949 4.386
C -1.363 -1.907 3.056
C -0.265 -1.151 2.661
O 0.093 -1.035 1.359
H 5.980 2.422 1.163
H 5.634 2.206 2.810
H 2.204 0.676 4.212
H 0.591 0.063 5.717
H -1.405 -1.220 6.374
H -2.635 -2.545 4.666
H -1.913 -2.468 2.312
C -2.885 3.270 -2.105
C -2.247 1.897 -1.952
C -1.589 1.421 -3.234
O -1.207 1.990 -0.966
P -1.244 1.544 0.531
O 0.130 1.626 1.086
C -2.143 0.000 0.767
P -1.136 -1.318 -0.117
O -0.121 -0.766 -1.056
O -2.536 -1.493 -1.072
C -2.718 -2.464 -2.085
C -4.144 -2.303 -2.598
C -1.706 -2.346 -3.224
O -1.063 -2.912 0.172
C 0.113 -3.706 -0.103
C -0.406 -5.069 -0.540
C 1.031 -3.850 1.107
O -2.220 2.680 1.114
C -2.532 2.945 2.497
C -3.757 2.152 2.938
C -1.354 2.735 3.434
H -3.660 3.242 -2.871
H -2.119 3.988 -2.400
H -3.316 3.591 -1.157
H -2.991 1.162 -1.630
H -0.886 2.176 -3.591
H -2.339 1.236 -4.004
H -1.034 0.507 -3.025
H -3.146 0.075 0.361
H -2.190 -0.183 1.836
H -2.626 -3.460 -1.635
H -4.271 -1.305 -3.022
H -4.852 -2.423 -1.777
H -4.358 -3.048 -3.365
H -1.921 -1.461 -3.826
H -1.749 -3.229 -3.864
H -0.699 -2.248 -2.820
H 0.668 -3.238 -0.921
H -0.920 -5.546 0.296
H 0.424 -5.700 -0.857
H -1.106 -4.962 -1.369
H 0.442 -4.029 2.008
H 1.633 -2.959 1.246
H 1.700 -4.697 0.945
H -2.792 4.007 2.492
H -3.506 1.108 3.125
H -4.536 2.195 2.175
H -4.149 2.579 3.862
H -1.130 1.675 3.566
H -1.588 3.166 4.409
H -0.460 3.212 3.034
Cl 4.211 -2.386 -5.661
C 3.632 -2.024 -4.052
C 3.898 -2.924 -3.024
C 3.444 -2.620 -1.749
C 2.761 -1.440 -1.459
O 2.405 -1.183 -0.213
C 2.502 -0.509 -2.533
C 1.858 0.729 -2.342
O 1.424 1.211 -1.213
C 2.949 -0.857 -3.833
H 4.467 -3.823 -3.215
H 3.642 -3.293 -0.923
H 1.735 1.368 -3.220
H 2.753 -0.176 -4.651
C 3.168 4.456 -1.620
C 1.815 4.389 -0.903
C 1.933 4.058 0.514
N 2.021 3.950 1.655
H 3.033 4.855 -2.626
H 3.601 3.464 -1.680
H 3.863 5.095 -1.075
H 1.173 3.635 -1.363
H 1.316 5.360 -0.964
*
```

Formally, the Mulliken partial charges of the atoms, in units of the elementary charge, are as follows: -0.770 -0.595 0.561 -0.488 -1.459 1.345 -1.083 0.076 -0.829 -0.947 -0.948 -0.032 0.714 0.587 0.252 0.230 0.197 0.440 0.371 0.451 0.429 -1.646 0.849 -0.931 0.077 1.003 -0.118 -0.015 -0.374 0.705 -0.714 0.912 -1.583 -0.888 -0.392 1.819 -1.668 -1.377 -0.353 0.466 -1.345 -1.180 0.410 0.289 0.273 0.179 0.324 0.473 -0.166 0.968 -0.176 -0.129 0.259 0.383 0.409 0.261 0.414 -0.026 -0.443 0.336 0.422 0.322 0.345 -0.062 0.550 0.402 0.157 0.315 0.484 0.160 0.532 0.186 -0.284 0.278 -0.816 -0.280 0.189 -0.647 1.967 -1.055 0.197 -1.537 0.416 0.481 -0.021 0.436 -1.214 0.793 0.273 -0.590 0.352 0.177 0.383 -0.606 0.504

=====

ORCA calculation (wB97M-V/def2-TZVPD) on a structure of composition C51H45Cl3N3NaP3SiTe at a distorted geometry.

## Properties
strongest force on any atom: 1.332 eV/A
relative energy (zero: lowest compared OMol25 entry of this formula, charge and spin): 0.000 eV
calculated total energy: -5259.3434 Ha
highest occupied orbital energy: -4.80 eV
gap between HOMO and LUMO: 0.246 Ha

Geometry as ORCA input:
```
! wB97M-V def2-TZVPD RIJCOSX def2/J DEFGRID3
* xyz -1 1
Na 1.039 0.008 1.627
Te -0.332 -3.153 -2.936
C -0.857 -5.167 -2.479
C -2.184 -5.561 -2.300
C -2.479 -6.903 -2.123
N -1.561 -7.855 -2.092
C -0.280 -7.487 -2.208
C 0.135 -6.161 -2.400
C 0.020 -2.346 -1.063
P -1.313 -1.428 -0.313
C -2.731 -2.572 -0.190
C -2.658 -3.432 0.886
C -3.691 -4.331 1.176
C -4.839 -4.319 0.375
C -4.928 -3.457 -0.733
C -3.852 -2.624 -1.006
C -1.909 -0.212 -1.650
C -3.122 0.485 -1.562
C -3.455 1.482 -2.478
C -2.603 1.807 -3.546
C -1.408 1.129 -3.643
C -1.077 0.155 -2.693
P 1.565 -2.325 -0.182
C 2.070 -4.031 0.294
C 3.401 -4.347 0.616
C 3.710 -5.641 1.045
C 2.719 -6.613 1.157
C 1.401 -6.278 0.862
C 1.093 -5.011 0.422
C 2.949 -1.891 -1.397
C 3.366 -2.710 -2.452
C 4.279 -2.286 -3.417
C 4.786 -0.984 -3.322
C 4.426 -0.166 -2.267
C 3.548 -0.633 -1.277
H -2.943 -4.796 -2.325
H -3.529 -7.212 -2.037
H 0.492 -8.255 -2.097
H 1.195 -5.909 -2.524
H -1.798 -3.387 1.551
H -3.632 -4.972 2.063
H -5.678 -4.956 0.632
H -5.804 -3.429 -1.360
H -3.865 -1.927 -1.831
H -3.800 0.313 -0.733
H -4.416 1.975 -2.367
H -2.871 2.581 -4.265
H -0.696 1.406 -4.424
H -0.093 -0.330 -2.759
H 4.170 -3.578 0.558
H 4.750 -5.878 1.264
H 2.986 -7.622 1.464
H 0.606 -7.021 0.927
H 0.080 -4.735 0.158
H 2.960 -3.696 -2.535
H 4.529 -2.962 -4.229
H 5.470 -0.606 -4.072
H 4.796 0.836 -2.217
H 3.299 0.017 -0.446
C 2.543 6.467 1.058
N 3.326 5.403 1.721
C 4.762 5.499 1.371
C 2.809 4.166 1.442
N 2.316 3.151 1.179
H 2.858 7.436 1.457
H 1.483 6.341 1.236
H 2.694 6.465 -0.039
H 5.107 6.475 1.719
H 4.894 5.433 0.267
H 5.367 4.734 1.817
Cl 5.214 1.844 2.522
Si 3.476 0.625 3.123
Cl 4.594 -1.250 3.497
Cl 3.276 1.266 5.181
C -5.545 4.231 1.291
C -4.995 3.522 2.390
C -3.706 3.007 2.284
C -2.998 3.105 1.074
C -3.555 3.773 -0.007
C -4.831 4.335 0.110
P -1.411 2.224 0.994
C -0.721 2.646 2.659
C -0.846 1.600 3.561
C -0.380 1.706 4.878
C 0.180 2.905 5.313
C 0.298 3.958 4.405
C -0.183 3.851 3.095
C -0.391 3.114 -0.221
C -0.341 4.482 -0.463
C 0.505 5.001 -1.453
C 1.328 4.163 -2.168
C 1.280 2.794 -1.923
C 0.430 2.282 -0.969
H -6.572 4.595 1.334
H -5.558 3.400 3.306
H -3.241 2.500 3.107
H -2.983 3.843 -0.918
H -5.276 4.815 -0.751
H -1.262 0.636 3.243
H -0.454 0.831 5.536
H 0.606 2.959 6.316
H 0.802 4.862 4.728
H -0.052 4.694 2.427
H -0.998 5.140 0.078
H 0.479 6.084 -1.645
H 1.953 4.589 -2.958
H 1.933 2.100 -2.486
H 0.348 1.201 -0.845
*
```

These are the Mulliken partial charges, in e, on atoms 1 to 99: 0.805 0.379 0.000 -0.120 -0.426 -0.670 -0.437 -0.007 -0.858 0.595 0.685 -0.451 -0.769 -0.476 -0.610 -0.333 0.923 -0.325 -0.815 -0.646 -0.649 -0.345 0.550 0.376 -0.686 -0.520 -0.642 -0.497 -0.469 -0.265 0.152 -0.717 -0.425 -0.708 -0.399 0.469 0.347 0.362 0.235 0.263 0.431 0.356 0.415 0.360 0.478 0.390 0.384 0.393 -0.125 0.446 0.380 0.356 0.461 0.345 0.386 0.400 0.337 0.514 0.491 -0.858 -0.017 -0.870 0.051 0.005 0.413 0.180 0.297 0.332 0.314 0.271 -0.405 0.277 -0.389 -0.366 -0.590 -0.624 -1.033 0.339 -0.333 -0.673 0.663 0.205 -0.110 -0.717 -0.729 -0.246 -0.506 0.797 0.190 -0.999 -0.946 -0.659 0.118 0.343 0.422 0.371 0.583 0.390 0.553

=====

ORCA calculation (wB97M-V/def2-TZVPD) on a cluster of 25 separate species, C67H162Cl22O14 in total at a distorted geometry.

## Properties
strongest force on any atom: 3.313 eV/A
calculated total energy: -13827.2149 Ha
highest occupied orbital energy: -9.38 eV
gap between HOMO and LUMO: 0.361 Ha

Geometry as ORCA input:
```
! wB97M-V def2-TZVPD RIJCOSX def2/J DEFGRID3
* xyz 0 1
C -0.226 5.504 3.877
Cl -0.852 6.346 5.312
Cl -0.798 6.299 2.396
H 0.845 5.479 3.929
H -0.696 4.486 3.958
C 4.599 2.150 -1.218
Cl 4.481 0.480 -0.763
Cl 6.172 2.873 -0.732
H 4.555 2.061 -2.335
H 3.814 2.693 -0.823
C -4.073 4.494 1.714
Cl -3.762 3.194 2.868
Cl -5.159 4.029 0.344
H -4.574 5.346 2.212
H -3.185 4.805 1.182
C -6.106 -5.066 2.389
Cl -7.033 -6.418 1.692
Cl -5.584 -3.842 1.177
H -6.706 -4.562 3.107
H -5.246 -5.454 2.837
C 3.890 -0.622 -4.182
Cl 3.165 0.496 -5.387
Cl 5.601 -0.271 -4.191
H 3.348 -0.445 -3.247
H 3.689 -1.611 -4.584
C -1.704 0.890 5.174
Cl -0.446 1.979 5.689
Cl -1.021 -0.572 4.403
H -2.339 0.599 6.059
H -2.191 1.275 4.334
C -3.525 -3.480 -1.472
Cl -2.198 -4.346 -0.680
Cl -3.027 -2.605 -2.864
H -4.289 -4.233 -1.637
H -4.022 -2.759 -0.798
C -0.348 -0.068 -1.937
Cl 1.182 0.871 -1.660
Cl -1.562 0.755 -2.946
H -0.013 -0.955 -2.455
H -0.781 -0.100 -0.990
C -5.137 4.138 -3.229
Cl -5.078 5.821 -3.785
Cl -3.535 3.604 -2.836
H -5.731 4.140 -2.302
H -5.659 3.579 -4.014
C 1.163 -6.078 2.574
Cl 1.037 -6.674 0.941
Cl 1.753 -7.250 3.797
H 1.938 -5.344 2.525
H 0.260 -5.681 3.033
C 5.162 -4.298 1.782
Cl 4.128 -2.870 1.632
Cl 4.451 -5.667 0.922
H 6.091 -4.064 1.292
H 5.324 -4.595 2.812
C -0.444 2.452 1.355
C 0.679 1.494 1.514
O 0.202 0.167 1.264
C 1.126 -0.839 1.620
C 0.431 -2.174 1.241
H -0.688 2.735 0.307
H -1.320 1.982 1.767
H -0.155 3.373 1.875
H 1.515 1.807 0.859
H 1.131 1.521 2.514
H 2.085 -0.681 1.068
H 1.318 -0.762 2.723
H 1.188 -2.880 1.285
H -0.048 -2.049 0.279
H -0.296 -2.371 1.975
C -3.700 8.777 2.819
C -3.840 8.722 1.184
O -3.431 7.430 0.771
C -3.551 7.284 -0.680
C -2.380 6.639 -1.295
H -4.529 8.139 3.254
H -2.727 8.382 3.138
H -3.868 9.857 3.100
H -4.857 8.918 0.900
H -3.178 9.473 0.644
H -4.414 6.711 -0.955
H -3.704 8.265 -1.125
H -2.115 5.690 -0.865
H -1.523 7.287 -1.080
H -2.476 6.547 -2.366
C 3.589 -6.988 -2.927
C 2.289 -7.689 -2.534
O 1.274 -6.928 -3.175
C -0.076 -7.207 -2.835
C -0.912 -6.723 -3.968
H 3.629 -5.973 -2.559
H 4.411 -7.529 -2.555
H 3.467 -6.972 -3.994
H 2.291 -8.709 -2.844
H 2.237 -7.602 -1.422
H -0.245 -8.273 -2.748
H -0.465 -6.739 -1.927
H -1.955 -6.836 -3.688
H -0.632 -7.246 -4.809
H -0.775 -5.611 -4.159
C -3.047 -0.860 0.965
C -4.049 0.079 0.262
O -4.863 -0.679 -0.568
C -5.763 0.075 -1.336
C -6.566 -0.902 -2.168
H -2.379 -1.242 0.192
H -2.594 -0.423 1.831
H -3.597 -1.685 1.275
H -4.728 0.458 1.023
H -3.616 0.906 -0.314
H -6.379 0.694 -0.620
H -5.293 0.814 -1.978
H -6.927 -1.730 -1.555
H -5.935 -1.443 -2.878
H -7.306 -0.314 -2.797
C 3.220 8.715 3.568
C 2.237 8.394 2.444
O 2.873 8.602 1.202
C 2.144 8.154 0.114
C 3.017 8.201 -1.140
H 2.672 9.046 4.496
H 4.030 7.979 3.803
H 3.686 9.630 3.126
H 1.712 7.370 2.464
H 1.425 9.184 2.529
H 1.842 7.134 0.278
H 1.197 8.736 0.065
H 3.251 9.238 -1.351
H 2.460 7.705 -1.903
H 3.959 7.695 -0.943
C 1.370 -3.348 -5.557
C 0.487 -2.595 -4.549
O 1.393 -2.237 -3.482
C 1.451 -3.164 -2.399
C 2.645 -2.859 -1.588
H 2.225 -2.788 -5.950
H 1.828 -4.134 -4.981
H 0.862 -3.811 -6.406
H 0.019 -1.668 -5.072
H -0.366 -3.155 -4.138
H 0.542 -3.139 -1.781
H 1.427 -4.177 -2.752
H 3.544 -2.954 -2.276
H 2.798 -3.572 -0.781
H 2.628 -1.892 -1.138
C -4.613 -2.313 5.497
C -3.755 -2.409 6.734
O -3.457 -1.064 7.197
C -2.776 -1.051 8.475
C -2.219 0.331 8.673
H -4.708 -3.312 5.031
H -5.618 -1.904 5.733
H -4.183 -1.600 4.779
H -4.343 -2.970 7.447
H -2.827 -3.009 6.614
H -3.493 -1.347 9.256
H -2.004 -1.788 8.420
H -1.477 0.659 7.916
H -1.718 0.531 9.686
H -3.024 1.093 8.718
C 1.875 -2.495 5.126
C 3.068 -3.367 5.418
O 3.645 -3.009 6.603
C 4.863 -3.673 6.965
C 5.516 -2.878 8.061
H 1.409 -2.966 4.220
H 1.144 -2.614 5.937
H 2.137 -1.438 5.015
H 2.720 -4.387 5.511
H 3.828 -3.312 4.619
H 4.711 -4.722 7.143
H 5.501 -3.798 6.023
H 4.839 -2.410 8.719
H 6.149 -2.113 7.586
H 6.134 -3.565 8.668
C 4.674 4.482 -4.339
C 3.182 4.205 -4.574
O 2.451 4.176 -3.351
C 1.066 4.030 -3.572
C 0.280 4.510 -2.334
H 4.824 5.531 -4.010
H 5.073 3.788 -3.590
H 5.165 4.298 -5.312
H 2.739 5.014 -5.193
H 3.083 3.187 -5.005
H 0.710 4.595 -4.424
H 0.801 2.997 -3.826
H 0.639 4.049 -1.386
H -0.769 4.198 -2.328
H 0.428 5.582 -2.165
C 7.530 -5.849 -1.328
C 7.175 -4.394 -1.594
O 7.329 -3.652 -0.442
C 7.106 -2.279 -0.853
C 7.129 -1.323 0.273
H 7.482 -6.384 -2.239
H 8.501 -5.961 -0.974
H 6.786 -6.239 -0.672
H 7.789 -3.967 -2.399
H 6.176 -4.330 -1.950
H 7.887 -2.055 -1.571
H 6.145 -2.244 -1.392
H 6.999 -0.284 -0.142
H 8.095 -1.314 0.718
H 6.297 -1.458 0.963
C -2.334 -4.280 3.390
C -2.641 -5.673 3.916
O -3.920 -5.721 4.576
C -4.393 -7.029 4.796
C -5.766 -6.866 5.430
H -3.035 -3.960 2.598
H -2.257 -3.552 4.177
H -1.312 -4.343 2.959
H -2.799 -6.425 3.072
H -1.857 -6.039 4.565
H -4.521 -7.570 3.850
H -3.686 -7.546 5.466
H -5.603 -6.404 6.425
H -6.195 -7.871 5.570
H -6.476 -6.285 4.812
C -4.676 -1.540 -6.060
C -4.676 -0.074 -6.398
O -4.849 0.123 -7.813
C -4.709 1.512 -8.146
C -4.813 1.650 -9.705
H -3.892 -2.078 -6.589
H -4.488 -1.705 -5.026
H -5.646 -2.013 -6.203
H -5.420 0.447 -5.818
H -3.689 0.324 -6.098
H -5.579 2.039 -7.691
H -3.779 1.935 -7.660
H -3.984 1.107 -10.253
H -4.722 2.721 -9.853
H -5.742 1.210 -9.985
C 2.677 4.454 1.591
C 3.808 3.794 2.264
O 3.394 3.225 3.490
C 4.474 2.879 4.342
C 3.899 1.992 5.454
H 2.204 5.250 2.123
H 2.988 4.884 0.642
H 1.871 3.727 1.371
H 4.065 2.902 1.556
H 4.704 4.407 2.511
H 5.293 2.349 3.859
H 4.939 3.826 4.735
H 4.651 1.755 6.175
H 3.370 1.124 5.065
H 3.182 2.629 6.001
C -0.919 -1.425 -8.116
C -0.256 -0.169 -7.608
O -1.106 0.550 -6.717
C -0.565 1.735 -6.222
C -1.622 2.763 -6.037
H -1.751 -1.167 -8.772
H -0.151 -1.904 -8.765
H -1.193 -2.090 -7.316
H 0.718 -0.435 -7.089
H 0.064 0.546 -8.441
H -0.067 1.604 -5.217
H 0.099 2.115 -7.006
H -2.040 3.115 -7.053
H -1.180 3.677 -5.645
H -2.324 2.415 -5.344
*
```

These are the Mulliken partial charges, in e, on atoms 1 to 99: 0.251 -0.186 0.036 0.159 -0.206 0.412 0.058 -0.192 -0.246 -0.134 0.438 -0.094 -0.164 0.299 -0.623 0.254 -0.183 -0.012 0.346 -0.488 1.030 -0.195 -0.139 -0.819 0.063 0.719 -0.144 -0.004 0.122 -0.731 0.071 -0.034 -0.026 0.651 -0.781 2.236 0.143 0.573 -1.621 -1.203 -0.470 -0.184 0.176 0.199 0.314 1.487 -0.046 -0.207 -0.586 -0.762 -0.474 0.049 -0.161 0.230 0.390 0.682 -0.560 0.994 0.257 1.333 -0.141 -0.225 -0.265 -0.445 0.214 -0.311 -0.110 0.113 -1.161 -0.367 -0.880 -0.526 -0.045 -0.825 -0.137 0.266 0.143 0.353 0.356 0.337 0.149 0.485 -0.247 0.207 0.458 -1.146 -0.017 -0.255 0.070 -1.163 0.012 0.510 0.388 0.417 -0.029 0.553 -0.096 0.418 0.431

=====

ORCA calculation (wB97M-V/def2-TZVPD) on the molecule C6H4O at a distorted geometry.

## Properties
strongest force on any atom: 1.851 eV/A
relative energy (zero: lowest compared OMol25 entry of this formula, charge and spin): 3.569 eV
calculated total energy: -306.0804 Ha
highest occupied orbital energy: -9.13 eV
gap between HOMO and LUMO: 0.330 Ha

Geometry as ORCA input:
```
! wB97M-V def2-TZVPD RIJCOSX def2/J DEFGRID3
* xyz 0 1
C -1.602 -0.468 -2.830
C -0.979 -0.279 -1.720
C -0.444 -0.294 -0.380
C 0.799 -0.672 0.011
C 1.014 -0.039 1.269
C -0.102 0.691 1.517
O -0.997 0.566 0.510
H -0.271 0.536 -2.019
H 1.483 -1.278 -0.569
H 1.897 -0.108 1.885
H -0.412 1.325 2.331
*
```

Formally, the Mulliken partial charges of the atoms, in units of the elementary charge, are as follows: -0.368 -0.018 0.255 -0.347 -0.334 -0.403 -0.269 0.222 0.437 0.394 0.430